This record from OMol25 describes a cluster of 6 separate species, C25H39F15IN10O5Si in total. The level of theory is ωB97M-V/def2-TZVPD.

largest force on an atom = 0.0448 hartree/bohr
orbital gap = 5.155 eV
total energy = -108441.9664 eV
net charge = -1
2S+1 = 1
E_LUMO = 1.8 eV

```
96
Properties=species:S:1:pos:R:3:forces:R:3
C 0.68020 4.08075 3.02456 0.269 0.627 0.558
Si -1.22530 4.01256 2.95475 -0.176 0.345 -0.122
C -1.81674 5.81052 3.35926 -0.036 0.114 -0.650
C -1.91655 3.61191 1.22481 -0.194 0.197 0.089
C -3.22620 2.75995 1.18738 -0.574 -0.034 -0.705
C -3.21060 1.63041 0.10400 1.614 0.988 0.080
F -4.42149 0.93066 0.25009 0.437 -0.002 -0.234
F -3.32533 2.32105 -1.14653 -0.994 -0.321 0.936
C -1.90929 0.74800 0.12129 -1.435 -0.608 -0.028
I -0.76778 1.35910 -1.69926 0.329 -0.074 0.167
C -2.22067 -0.77547 -0.09726 0.244 0.287 -0.148
C -1.18442 -1.75370 0.61618 -0.781 0.188 -0.907
C 0.19697 -1.86035 -0.10017 -1.532 0.928 1.449
F 0.91652 -0.74405 0.27461 -0.213 -1.060 -1.065
F -0.01769 -1.91802 -1.44982 1.181 -0.223 0.734
C 1.04957 -3.09802 0.45578 -1.038 1.332 1.076
F 0.44143 -3.43859 1.66199 0.721 -0.180 -1.049
F 2.29041 -2.65772 0.81344 -0.436 -1.106 -0.856
C 1.01131 -4.39159 -0.40418 -0.566 -0.869 0.565
F -0.27940 -4.62372 -0.80070 1.109 0.533 0.128
F 1.32358 -5.45392 0.41933 0.219 0.967 -0.748
C 1.92991 -4.50371 -1.66523 -0.132 -1.730 -1.068
F 1.88371 -5.84899 -2.01370 -0.035 0.968 0.650
F 1.43881 -3.88459 -2.77763 0.623 0.167 1.345
C 3.46616 -4.20711 -1.47107 0.744 -0.834 -0.749
F 4.11761 -5.01156 -2.39880 -0.613 0.751 0.657
F 3.93687 -4.63754 -0.27283 -0.910 0.649 -0.832
C 3.93259 -2.72828 -1.78157 1.536 1.238 1.108
F 2.96033 -1.81285 -1.78178 0.294 -0.991 -0.335
F 4.63947 -2.66393 -2.93075 -1.037 -0.150 0.659
F 4.80103 -2.37090 -0.78587 -0.689 -0.377 -0.820
C -1.85250 2.89555 4.37233 -0.659 -0.574 1.917
C -2.20808 3.55822 5.62672 -0.186 -1.706 -0.068
C -2.71698 2.81324 6.73815 0.226 -0.551 -0.960
C -2.89247 1.39109 6.66064 0.588 0.527 -1.225
C -2.52012 0.70219 5.46849 0.220 1.871 -0.618
C -2.00468 1.46018 4.33710 -0.325 0.414 0.987
H 0.92733 4.66558 3.95522 -0.207 -0.535 -0.661
H 1.16952 3.09000 3.14603 -0.299 0.615 -0.404
H 1.11374 4.68460 2.18563 -0.336 -0.780 0.483
H -0.94244 6.43368 3.66846 -0.825 -0.342 0.105
H -2.20541 6.25583 2.40519 0.374 -0.337 0.739
H -2.66340 5.83851 4.07861 0.719 0.138 -0.284
H -2.17086 4.59802 0.75874 0.503 -0.786 0.362
H -1.07536 3.19966 0.62537 -0.782 -0.004 0.287
H -3.54187 2.32230 2.16147 0.459 0.081 -0.602
H -4.05988 3.44903 0.87746 0.525 -0.625 0.341
H -3.21459 -1.09804 0.31531 0.783 0.616 -0.139
H -2.28546 -0.96256 -1.19849 0.091 -0.471 0.811
H -1.00512 -1.37410 1.64598 -0.143 -0.403 -0.659
H -1.69719 -2.75109 0.60883 0.736 0.628 0.220
H -2.09403 4.64864 5.76094 -0.052 -0.739 -0.246
H -2.99714 3.34724 7.66518 0.209 -0.351 -0.603
H -3.31028 0.81171 7.50265 0.301 0.487 -0.482
H -2.64400 -0.38921 5.38806 0.125 0.823 0.103
H -1.72452 0.93398 3.39488 -0.322 0.356 0.788
C -0.16189 -2.39125 5.70012 -0.223 0.112 -0.092
O -0.91235 -1.70370 6.36893 0.135 -0.238 0.136
N 1.08756 -2.74290 6.12461 0.333 -0.078 0.291
N -0.50365 -2.86709 4.46954 -0.196 -0.123 -0.109
H 1.72054 -3.30620 5.58909 -0.048 0.055 -0.037
H 1.37482 -2.40892 7.02672 -0.035 0.010 -0.092
H -1.41565 -2.62704 4.12249 0.095 0.023 -0.018
H 0.09930 -3.43237 3.90164 -0.008 0.107 0.003
C -0.85129 5.94994 -1.96024 -0.112 -0.321 0.013
O -0.58886 5.34903 -0.93934 0.214 0.301 0.079
N -0.30692 7.16974 -2.26311 0.235 0.409 0.022
N -1.71299 5.45557 -2.89240 -0.312 -0.207 -0.139
H -0.51194 7.67957 -3.10115 -0.013 -0.060 0.019
H 0.33305 7.56265 -1.59696 -0.054 -0.062 -0.043
H -2.12954 4.55771 -2.69958 0.121 -0.017 0.029
H -1.94721 5.92963 -3.74358 0.049 0.004 0.043
C 4.99288 -4.57922 -6.28978 0.029 -0.015 0.067
O 5.80404 -4.41247 -7.19003 0.038 0.103 -0.167
N 3.67034 -4.28638 -6.43047 -0.226 0.083 -0.236
N 5.34198 -5.07110 -5.07201 0.239 -0.183 0.086
H 2.99000 -4.41547 -5.70455 0.051 0.019 0.009
H 3.37354 -3.92004 -7.31684 0.002 -0.011 0.094
H 6.30973 -5.29833 -4.93016 -0.079 0.033 -0.014
H 4.69234 -5.21529 -4.32132 0.063 0.072 -0.118
C -6.64895 1.21538 3.44669 0.312 0.017 -0.208
O -5.53410 0.97597 3.86535 -0.028 -0.074 0.387
N -7.71554 1.47627 4.26467 -0.220 0.020 0.408
N -6.90978 1.24679 2.11527 -0.101 -0.079 -0.492
H -8.63849 1.67756 3.93043 0.062 -0.007 -0.042
H -7.54676 1.46198 5.25432 0.026 0.018 -0.091
H -6.13108 1.05358 1.50503 0.033 0.098 -0.071
H -7.80739 1.45038 1.71876 0.025 0.013 0.063
C 7.61948 -2.43250 -10.94494 0.056 0.042 -0.096
O 8.09916 -2.00308 -11.98246 -0.012 -0.016 0.018
N 8.38045 -2.79688 -9.87736 0.373 -0.080 0.284
N 6.27968 -2.58614 -10.76145 -0.485 0.006 -0.079
H 8.00102 -3.15191 -9.01726 -0.075 -0.009 -0.052
H 9.37533 -2.70013 -9.96918 -0.093 0.005 -0.015
H 5.68001 -2.32957 -11.52450 0.077 -0.009 0.053
H 5.86987 -2.93829 -9.91424 0.104 -0.031 0.021
```
Positions in Å, forces in eV/Å.

Atomic partial charges in e from the Mulliken method, atoms 1 to 5: C -1.13; Si 0.45; C -1.35; C -0.04; C -0.70